# 1
Computed, not measured: C40H86AsF6N2O14S7 as an isolated structure, with the ωB97M-V functional and the def2-TZVPD basis.

Output
LUMO (eV): 1.82
Total charge: -1
Gap between HOMO and LUMO (eV): 8.276

Last column: Löwdin charge in e.
CARTESIAN COORDINATES (ANGSTROEM)
As1 -0.147 0.427 -0.172  0.956
F1 -0.820 0.541 1.535  -0.268
F2 -1.755 1.090 -0.762  -0.307
F3 0.322 0.188 -1.834  -0.247
F4 1.454 -0.127 0.381  -0.259
F5 -0.774 -1.284 -0.138  -0.284
F6 0.412 2.132 -0.123  -0.275
C1 -5.486 -1.582 -2.515  -0.081
C2 -3.982 -1.106 -2.630  -0.203
N1 -3.249 -1.988 -3.552  -0.174
C3 -3.219 -3.411 -3.110  -0.218
C4 -2.405 -3.670 -1.810  -0.073
C5 -1.902 -1.557 -3.766  -0.308
C6 -1.783 -0.302 -4.578  -0.082
H1 -6.142 -0.876 -2.006  0.062
H2 -5.561 -2.454 -1.865  0.037
H3 -5.996 -1.817 -3.449  0.071
H4 -4.005 -0.094 -3.034  0.105
H5 -3.501 -1.095 -1.652  0.091
H6 -4.223 -3.816 -2.984  0.096
H7 -2.794 -4.076 -3.862  0.103
H8 -1.378 -3.311 -1.742  0.033
H9 -2.927 -3.175 -0.992  0.049
H10 -2.417 -4.726 -1.539  0.077
H11 -1.338 -2.357 -4.245  0.117
H12 -1.395 -1.375 -2.818  0.085
H13 -0.720 -0.099 -4.712  0.069
H14 -2.317 0.587 -4.241  0.058
H15 -2.228 -0.508 -5.551  0.074
C7 5.372 -2.338 3.110  -0.049
C8 4.824 -2.140 1.607  -0.198
N2 5.441 -0.959 0.942  -0.185
C9 6.905 -1.072 0.810  -0.228
C10 7.535 0.248 0.163  -0.059
C11 4.706 -0.638 -0.323  -0.247
C12 4.966 -1.610 -1.453  -0.102
H16 5.367 -1.470 3.769  0.069
H17 6.427 -2.604 3.039  0.040
H18 4.887 -3.212 3.546  0.063
H19 4.930 -2.961 0.898  0.087
H20 3.751 -1.949 1.613  0.098
H21 7.329 -1.263 1.795  0.090
H22 7.129 -1.999 0.283  0.099
H23 7.069 0.578 -0.765  0.045
H24 7.565 1.043 0.908  0.068
H25 8.554 0.020 -0.148  0.057
H26 4.765 0.397 -0.661  0.086
H27 3.632 -0.636 -0.137  0.077
H28 5.135 -2.649 -1.167  0.067
H29 5.931 -1.426 -1.924  0.067
H30 4.255 -1.552 -2.277  0.060
C13 -0.861 4.713 -2.597  -0.208
C14 -1.562 4.261 -3.905  -0.230
C15 -2.518 5.347 -4.360  -0.191
S1 -3.059 6.219 -2.741  0.736
O1 -4.378 5.665 -2.458  -0.373
O2 -2.832 7.677 -2.860  -0.363
C16 -1.896 5.293 -1.618  -0.182
H31 0.025 5.312 -2.808  0.120
H32 -0.486 3.734 -2.300  0.082
H33 -2.166 3.357 -3.828  0.109
H34 -0.799 4.023 -4.646  0.111
H35 -3.403 4.893 -4.806  0.093
H36 -2.075 6.107 -5.004  0.094
H37 -2.523 4.504 -1.205  0.089
H38 -1.619 6.037 -0.871  0.099
C17 -4.890 -2.118 1.346  -0.216
C18 -5.913 -2.256 2.495  -0.203
C19 -5.191 -1.779 3.799  -0.188
S2 -4.097 -0.376 3.242  0.721
O3 -2.776 -0.445 3.849  -0.319
O4 -4.844 0.880 3.453  -0.368
C20 -4.046 -0.817 1.421  -0.172
H39 -5.224 -2.270 0.319  0.086
H40 -4.243 -2.977 1.523  0.096
H41 -6.391 -3.228 2.616  0.108
H42 -6.693 -1.532 2.260  0.105
H43 -4.363 -2.453 4.015  0.077
H44 -5.773 -1.559 4.694  0.103
H45 -2.998 -0.912 1.135  0.066
H46 -4.483 0.066 0.955  0.097
C21 2.435 3.505 2.913  -0.237
C22 2.746 2.157 2.399  -0.233
C23 2.284 1.066 3.413  -0.169
S3 1.217 1.908 4.650  0.706
O5 1.985 2.263 5.862  -0.353
O6 -0.060 1.232 4.739  -0.330
C24 1.070 3.396 3.640  -0.216
H47 2.396 4.310 2.179  0.111
H48 3.261 3.823 3.550  0.110
H49 3.803 2.064 2.150  0.109
H50 2.252 2.136 1.428  0.080
H51 3.066 0.534 3.954  0.101
H52 1.521 0.441 2.950  0.065
H53 0.715 4.186 4.302  0.088
H54 0.242 3.284 2.939  0.088
C25 2.800 -4.356 -3.000  -0.173
C26 1.574 -3.450 -2.675  -0.211
C27 1.415 -3.424 -1.169  -0.213
S4 1.852 -5.130 -0.472  0.718
O7 0.704 -5.988 -0.427  -0.346
O8 2.840 -5.061 0.651  -0.370
C28 2.800 -5.626 -2.021  -0.175
H55 3.676 -3.717 -2.896  0.078
H56 2.761 -4.665 -4.045  0.102
H57 0.627 -3.863 -3.025  0.103
H58 1.735 -2.422 -2.997  0.108
H59 0.481 -3.110 -0.703  0.061
H60 2.123 -2.690 -0.782  0.085
H61 2.187 -6.397 -2.486  0.082
H62 3.728 -6.094 -1.691  0.087
C29 -1.245 -3.280 2.409  -0.270
C30 -1.352 -4.487 3.213  -0.213
C31 -0.725 -4.148 4.593  -0.182
S5 0.436 -2.740 4.302  0.705
O9 1.833 -3.113 4.591  -0.352
O10 -0.159 -1.519 4.788  -0.309
C32 0.155 -2.695 2.552  -0.224
H63 -1.869 -2.478 2.804  0.089
H64 -1.563 -3.381 1.371  0.109
H65 -0.795 -5.276 2.709  0.122
H66 -2.410 -4.698 3.365  0.112
H67 -0.166 -4.940 5.090  0.090
H68 -1.452 -3.884 5.361  0.097
H69 0.916 -3.285 2.040  0.094
H70 0.183 -1.661 2.207  0.075
C33 2.860 1.311 -2.757  -0.215
C34 4.386 1.601 -3.101  -0.184
C35 4.358 1.858 -4.664  -0.174
S6 2.935 3.109 -4.823  0.704
O11 2.219 2.863 -6.058  -0.359
O12 3.381 4.457 -4.470  -0.354
C36 1.977 2.433 -3.362  -0.203
H71 2.635 1.127 -1.706  0.078
H72 2.499 0.379 -3.192  0.094
H73 5.053 0.791 -2.807  0.077
H74 4.701 2.496 -2.565  0.112
H75 3.906 1.024 -5.202  0.089
H76 5.314 2.235 -5.025  0.095
H77 0.949 2.150 -3.589  0.084
H78 1.883 3.319 -2.735  0.083
C37 -4.680 5.076 2.804  -0.193
C38 -4.185 4.091 1.698  -0.197
C39 -2.693 3.862 2.056  -0.191
S7 -2.599 3.748 3.937  0.676
O13 -1.684 4.696 4.484  -0.335
O14 -2.500 2.351 4.331  -0.327
C40 -4.340 4.334 4.155  -0.200
H79 -5.769 5.097 2.852  0.103
H80 -4.171 6.032 2.676  0.111
H81 -4.268 4.609 0.742  0.099
H82 -4.762 3.177 1.842  0.103
H83 -2.062 4.693 1.739  0.091
H84 -2.358 2.883 1.713  0.081
H85 -4.413 4.828 5.125  0.097
H86 -4.721 3.314 4.201  0.069

---

# 2
Computed, not measured: C29H31CoNO2SSb as an isolated structure, with the ωB97M-V functional and the def2-TZVPD basis.

Output
2S+1: 3
LUMO (spin up / spin down) (eV): 0.26 / 0.25
Gap between HOMO and LUMO (spin up / spin down) (eV): 7.168 / 7.413

Last column: Löwdin charge in e.
CARTESIAN COORDINATES (ANGSTROEM)
Co1 0.016 0.596 0.142  0.253
C1 1.786 0.569 1.444  -0.196
C2 2.182 0.796 0.097  -0.205
C3 1.645 2.048 -0.306  -0.180
C4 0.929 2.591 0.786  -0.166
C5 1.022 1.682 1.871  -0.169
H1 2.083 -0.265 2.063  0.100
H2 2.851 0.172 -0.477  0.096
H3 1.813 2.543 -1.250  0.099
H4 0.453 3.558 0.809  0.102
H5 0.638 1.840 2.866  0.102
N1 1.379 -0.154 -4.524  0.010
C6 -0.068 0.017 -4.632  -0.145
C7 -0.705 0.202 -3.260  -0.522
O1 -1.850 0.506 -3.100  0.105
O2 0.141 -0.044 -2.245  0.008
H6 1.880 0.688 -4.773  0.090
H7 1.723 -0.906 -5.102  0.086
H8 1.006 -0.245 -2.672  0.095
H9 -0.527 -0.875 -5.058  0.134
H10 -0.371 0.861 -5.252  0.128
S1 -3.238 1.249 0.427  0.728
C8 -1.775 0.825 0.218  -0.693
C9 2.794 -3.847 -0.240  -0.079
C10 1.723 -4.821 -0.664  -0.333
C11 2.080 -6.041 -1.230  -0.056
C12 1.116 -6.948 -1.648  -0.087
C13 -0.227 -6.638 -1.510  -0.087
C14 -0.597 -5.426 -0.941  -0.113
C15 0.363 -4.520 -0.502  -0.331
Sb1 -0.204 -2.624 0.346  1.596
C16 -2.324 -2.861 0.108  -0.343
C17 -2.832 -2.118 -0.957  -0.167
C18 -4.181 -2.126 -1.277  -0.089
C19 -5.050 -2.874 -0.499  -0.080
C20 -4.557 -3.613 0.567  -0.052
C21 -3.201 -3.633 0.886  -0.301
C22 -2.742 -4.492 2.036  -0.044
C23 0.083 -3.198 2.408  -0.335
C24 0.884 -4.298 2.702  -0.135
C25 1.183 -4.644 4.014  -0.086
C26 0.672 -3.882 5.052  -0.084
C27 -0.143 -2.796 4.768  -0.052
C28 -0.450 -2.438 3.458  -0.323
C29 -1.389 -1.293 3.199  -0.061
H11 3.788 -4.259 -0.412  0.078
H12 2.716 -3.594 0.821  0.062
H13 2.714 -2.913 -0.802  0.066
H14 3.131 -6.283 -1.344  0.107
H15 1.417 -7.892 -2.084  0.101
H16 -0.986 -7.333 -1.845  0.101
H17 -1.649 -5.184 -0.849  0.090
H18 -2.166 -1.495 -1.544  0.056
H19 -4.544 -1.541 -2.112  0.107
H20 -6.110 -2.884 -0.718  0.102
H21 -5.243 -4.196 1.172  0.108
H22 -3.511 -5.222 2.289  0.080
H23 -2.532 -3.902 2.931  0.074
H24 -1.826 -5.030 1.791  0.069
H25 1.268 -4.918 1.900  0.084
H26 1.806 -5.505 4.218  0.101
H27 0.900 -4.134 6.080  0.101
H28 -0.560 -2.214 5.581  0.108
H29 -1.686 -0.810 4.130  0.084
H30 -2.296 -1.631 2.688  0.071
H31 -0.933 -0.535 2.559  0.033

---

E values (in hartree) by entry order: -8360.8614 -3350.0348.